Formula: C5H10FN
Source: the OMol25 dataset
Level of theory: ωB97M-V with the def2-TZVPD basis set

Calculated values
SMILES string   CCC1(F)CNC1
ΔE to the lowest compared entry with this formula, charge and spin   71.8 kcal/mol
E_LUMO   1.08 eV
E_HOMO   -8.780 eV
E   -351.01137 hartree

Structure (ORCA input):
```
! RIJCOSX wB97M-V def2-TZVPD def2/J DEFGRID3
* xyz 0 1
F 0.8055 2.0879 0.2293
N 1.3673 -1.1542 -0.0507
C -0.9639 0.8941 -0.1112
C 1.3229 0.0027 -0.9634
C 0.5337 0.7686 0.1410
C 0.8532 -0.2785 1.0864
C -1.8015 -0.4952 -0.0262
H -1.0853 1.4283 -1.1544
H 1.6637 0.0841 1.7476
H 0.1410 -0.8875 1.7023
H 2.1084 0.6187 -1.0546
H 0.6015 0.0158 -1.8963
H 2.1169 -2.0117 -0.0758
H -2.8917 -0.4596 -0.1918
H -1.9554 -1.1042 0.8780
H -1.4114 -1.0695 -0.8973
H -1.4050 1.5603 0.6371
*
```

Here are the Mulliken charges for atoms 1 to 6, given in e: -0.345 -0.380 -0.846 -0.950 1.340 -0.736